# 1
Computed, not measured: a structure of composition C18H39N7P2V, with ωB97M-V/def2-TZVPD.

- HOMO-LUMO gap (alpha / beta): 7.10 / 7.74 eV
- E_LUMO (alpha / beta): -14.36 / -13.72 eV
- Highest occupied orbital energy (alpha / beta): -21.458 / -21.459 eV
- <S²>: 0.8183
- ΔE to the lowest compared entry with this formula, charge and spin: 0.0 kcal/mol

```
! RIJCOSX wB97M-V def2-TZVPD def2/J DEFGRID3
* xyz 4 2
V 0.623 -0.318 -0.114
C 2.807 -2.948 -1.246
P 2.846 -1.496 -0.175
C 4.170 -0.422 -0.774
C 3.302 -2.033 1.516
C 2.650 -1.176 2.601
P 0.882 -0.985 2.227
C 0.172 -2.654 2.228
C 0.068 -0.020 3.513
H 3.777 -3.448 -1.158
H 2.663 -2.657 -2.288
H 2.025 -3.648 -0.953
H 5.104 -0.986 -0.692
H 4.256 0.487 -0.179
H 4.029 -0.171 -1.825
H 4.392 -1.984 1.588
H 3.030 -3.085 1.618
H 3.121 -0.193 2.686
H 2.737 -1.646 3.585
H 0.458 -3.136 3.169
H 0.532 -3.276 1.408
H -0.915 -2.600 2.187
H 0.496 -0.316 4.475
H -1.000 -0.240 3.524
H 0.210 1.053 3.382
C 1.053 5.233 0.479
C 1.771 4.260 1.390
N 1.599 2.887 0.844
C 1.313 2.631 -0.425
N 1.135 1.266 -0.773
C 1.188 0.951 -2.233
C 0.308 1.937 -2.978
C 0.874 3.321 -2.760
N 1.193 3.564 -1.333
C 1.467 4.985 -0.957
H 1.314 6.253 0.759
H -0.029 5.135 0.583
H 1.361 4.264 2.397
H 2.839 4.472 1.448
H 1.832 2.109 1.438
H 0.841 -0.090 -2.391
H 2.226 0.984 -2.567
H -0.720 1.871 -2.613
H 0.299 1.706 -4.044
H 0.165 4.089 -3.066
H 1.793 3.474 -3.329
H 0.904 5.603 -1.652
H 2.530 5.172 -1.118
C -5.659 -1.904 0.721
C -5.263 -2.490 -0.635
C -4.568 -3.842 -0.495
C -4.460 -1.545 -1.527
N -3.100 -1.205 -0.948
C -2.782 -0.626 0.227
N -1.466 -0.550 0.279
N -1.034 -1.120 -0.859
N -2.002 -1.487 -1.619
H -6.509 -2.457 1.117
H -5.967 -0.856 0.662
H -4.865 -2.017 1.467
H -6.177 -2.622 -1.222
H -3.572 -3.739 -0.046
H -4.465 -4.347 -1.455
H -5.140 -4.493 0.164
H -4.949 -0.588 -1.707
H -4.213 -2.014 -2.478
H -3.499 -0.278 0.954
*
```

# 2
Computed, not measured: a structure of composition C18H39O6SbSn in a non-equilibrium geometry, with ωB97M-V/def2-TZVPD.

- HOMO-LUMO gap: 7.80 eV
- E_LUMO: -5.89 eV
- Highest occupied orbital energy: -13.691 eV

```
! RIJCOSX wB97M-V def2-TZVPD def2/J DEFGRID3
* xyz 2 1
Sn -0.810 0.292 0.223
C -0.834 -3.343 -0.940
C 0.345 -2.608 -1.622
O -0.067 -1.279 -1.828
C 0.592 -0.494 -2.851
C 0.029 0.865 -2.825
O 0.244 1.486 -1.588
C -0.139 2.871 -1.717
C -0.066 3.505 -0.319
O -0.813 2.700 0.665
C -2.152 3.009 0.998
C -3.135 2.734 -0.091
O -2.771 1.553 -0.823
C -3.844 0.728 -1.435
C -4.377 -0.227 -0.425
O -3.279 -0.974 0.126
C -3.487 -2.333 0.451
C -2.220 -2.950 1.032
O -0.969 -2.698 0.307
H -0.509 -4.359 -0.860
H -1.809 -3.237 -1.470
H 0.564 -3.186 -2.544
H 1.219 -2.678 -0.964
H 0.498 -0.941 -3.794
H 1.681 -0.394 -2.497
H -1.033 0.817 -2.961
H 0.523 1.475 -3.623
H -1.099 2.902 -2.062
H 0.539 3.444 -2.437
H -0.422 4.579 -0.265
H 0.995 3.501 -0.009
H -2.264 4.012 1.391
H -2.261 2.337 1.981
H -3.172 3.581 -0.794
H -4.154 2.586 0.360
H -3.285 0.173 -2.181
H -4.629 1.400 -1.765
H -5.082 -0.867 -0.821
H -4.880 0.227 0.414
H -3.880 -2.864 -0.474
H -4.238 -2.453 1.203
H -2.481 -3.980 0.957
H -2.049 -2.557 2.044
C 1.335 1.020 3.603
C 2.463 1.193 2.563
Sb 2.313 -0.215 1.014
C 3.758 0.386 -0.434
C 5.025 1.005 0.098
C 3.282 -1.909 1.875
C 2.935 -3.278 1.367
H 1.312 1.860 4.260
H 1.350 0.047 4.123
H 0.294 0.987 3.255
H 3.384 1.058 3.098
H 2.276 2.146 2.068
H 3.285 1.173 -0.993
H 3.951 -0.478 -1.141
H 4.787 1.847 0.749
H 5.652 1.304 -0.713
H 5.678 0.405 0.751
H 3.129 -1.870 2.952
H 4.327 -1.792 1.780
H 2.011 -3.726 1.747
H 3.637 -4.039 1.543
H 2.795 -3.480 0.266
*
```

# 3
Computed, not measured: a structure of composition C18H40B4F16FeN2 in a non-equilibrium geometry, with ωB97M-V/def2-TZVPD.

- HOMO-LUMO gap (alpha / beta): 8.51 / 6.65 eV
- E_LUMO (alpha / beta): -0.85 / -0.85 eV
- Highest occupied orbital energy (alpha / beta): -9.366 / -7.502 eV
- <S²>: 6.0041
- ΔE to the lowest compared entry with this formula, charge and spin: 69.8 kcal/mol

```
! RIJCOSX wB97M-V def2-TZVPD def2/J DEFGRID3
* xyz 0 5
Fe 25.540 -16.501 -13.519
C 22.098 -21.271 -7.928
C 23.139 -22.108 -8.718
C 22.954 -21.765 -10.282
N 23.825 -22.886 -11.000
C 23.609 -22.592 -12.518
C 22.161 -22.789 -12.973
C 21.725 -24.253 -12.721
C 21.866 -24.704 -11.306
C 23.368 -24.385 -10.755
C 25.345 -22.897 -10.532
H 22.052 -21.579 -6.883
H 21.130 -21.410 -8.410
H 22.284 -20.202 -8.034
H 23.230 -23.138 -8.373
H 24.125 -21.730 -8.448
H 23.516 -20.860 -10.515
H 21.924 -21.724 -10.634
H 23.905 -21.567 -12.744
H 24.363 -23.088 -13.130
H 21.521 -22.031 -12.522
H 22.021 -22.604 -14.038
H 20.778 -24.462 -13.220
H 22.270 -24.902 -13.407
H 21.159 -24.165 -10.675
H 21.551 -25.741 -11.190
H 23.563 -24.720 -9.736
H 24.098 -24.945 -11.339
H 25.709 -21.892 -10.320
H 25.979 -23.328 -11.306
H 25.481 -23.523 -9.650
C 32.839 -24.425 -15.132
C 31.456 -23.743 -15.136
C 31.438 -22.208 -15.451
N 30.042 -21.618 -15.934
C 30.072 -20.081 -16.121
C 30.225 -19.249 -14.862
C 29.056 -19.597 -13.986
C 28.945 -21.150 -13.779
C 28.847 -21.994 -15.091
C 29.681 -22.165 -17.301
H 32.802 -25.512 -15.052
H 33.288 -24.099 -14.194
H 33.501 -24.059 -15.917
H 31.135 -23.799 -14.096
H 30.786 -24.215 -15.854
H 32.127 -21.946 -16.254
H 31.741 -21.659 -14.559
H 30.781 -19.875 -16.923
H 29.136 -19.751 -16.572
H 31.098 -19.581 -14.299
H 30.378 -18.215 -15.173
H 29.160 -19.055 -13.046
H 28.173 -19.308 -14.557
H 29.644 -21.658 -13.115
H 28.015 -21.445 -13.294
H 29.094 -23.019 -14.815
H 27.867 -21.812 -15.533
H 29.519 -23.243 -17.295
H 30.465 -21.807 -17.968
H 28.769 -21.692 -17.664
B 27.617 -15.439 -14.248
F 28.731 -14.644 -14.322
F 27.788 -16.757 -14.446
F 27.261 -15.410 -12.929
F 26.519 -15.035 -14.830
B 25.958 -19.064 -12.239
F 26.552 -17.834 -12.465
F 24.657 -18.751 -11.909
F 25.991 -19.774 -13.379
F 26.726 -19.708 -11.275
B 23.809 -16.831 -15.281
F 23.546 -17.154 -13.965
F 22.882 -17.291 -16.274
F 23.961 -15.479 -15.302
F 25.091 -17.283 -15.377
B 24.676 -14.867 -11.378
F 25.281 -16.076 -11.213
F 25.226 -13.860 -10.684
F 24.714 -14.585 -12.726
F 23.355 -14.934 -10.960
*
```

# 4
Computed, not measured: a cluster of 4 separate species, C18H40Cl2N4O4Si in total, with ωB97M-V/def2-TZVPD.

- HOMO-LUMO gap: 9.25 eV
- SMILES: CCCCO[Si@@H](CCN)/C(Cl)=C(\C)Cl.CNC(C)=O.CNC(C)=O.CNC(C)=O
- E_LUMO: 0.46 eV
- Highest occupied orbital energy: -8.794 eV

```
! RIJCOSX wB97M-V def2-TZVPD def2/J DEFGRID3
* xyz 0 1
C -0.744 1.010 -4.137
C -1.900 1.261 -5.118
C -1.418 1.670 -6.515
C -1.118 3.171 -6.635
O 0.262 3.400 -6.954
Si 1.153 4.300 -5.888
C 2.926 3.735 -6.085
C 3.414 2.978 -4.834
N 3.946 3.908 -3.816
C 0.830 6.130 -6.228
Cl -0.731 6.458 -6.946
C 1.649 7.154 -5.939
C 3.003 6.992 -5.303
Cl 1.198 8.797 -6.261
H 0.070 0.514 -4.663
H -0.388 1.953 -3.727
H -1.065 0.378 -3.319
H -2.463 0.332 -5.222
H -2.572 2.025 -4.726
H -0.497 1.144 -6.758
H -2.166 1.403 -7.260
H -1.416 3.706 -5.730
H -1.712 3.602 -7.441
H 0.693 3.949 -4.526
H 3.627 4.515 -6.364
H 2.919 3.014 -6.907
H 2.573 2.415 -4.423
H 4.188 2.271 -5.127
H 3.270 3.986 -3.067
H 4.760 3.497 -3.378
H 2.997 6.297 -4.470
H 3.751 6.701 -6.037
H 3.323 7.958 -4.916
C -2.736 -0.383 -0.282
C -1.225 -0.408 -0.247
O -0.555 0.267 -1.014
N -0.637 -1.214 0.671
C -1.269 -2.080 1.652
H -3.049 0.303 -1.063
H -3.135 -1.374 -0.501
H -3.140 -0.040 0.671
H 0.369 -1.184 0.646
H -0.956 -1.782 2.654
H -0.959 -3.113 1.481
H -2.350 -2.020 1.579
C 2.463 -2.939 4.965
C 0.965 -2.840 4.806
O 0.406 -1.771 4.599
N 0.251 -3.987 4.904
C 0.731 -5.338 5.143
H 2.884 -1.944 4.863
H 2.719 -3.334 5.949
H 2.891 -3.586 4.199
H -0.741 -3.849 4.798
H 0.443 -5.983 4.310
H 0.290 -5.722 6.062
H 1.810 -5.352 5.238
C -1.351 -5.676 10.411
C -1.312 -5.247 8.964
O -0.297 -5.337 8.292
N -2.457 -4.747 8.430
C -3.746 -4.566 9.071
H -0.368 -6.046 10.683
H -1.603 -4.835 11.058
H -2.081 -6.471 10.560
H -2.364 -4.471 7.466
H -4.511 -5.141 8.548
H -4.031 -3.513 9.053
H -3.709 -4.898 10.103
*
```

# 5
Computed, not measured: a cluster of 9 separate species, C18H40ClF9N5O14S3 in total in a non-equilibrium geometry, with ωB97M-V/def2-TZVPD.

- HOMO-LUMO gap: 6.36 eV
- E_LUMO: -3.60 eV
- Highest occupied orbital energy: -9.964 eV

```
! RIJCOSX wB97M-V def2-TZVPD def2/J DEFGRID3
* xyz 1 1
C 2.476 1.817 -2.906
C 1.570 0.833 -3.600
O 1.836 -0.291 -3.866
N 0.198 1.311 -4.053
H -0.440 0.499 -3.990
H -0.119 2.045 -3.409
C 0.200 1.815 -5.469
H 2.564 2.701 -3.537
H 3.459 1.352 -2.848
H 2.148 2.005 -1.885
H 0.670 2.791 -5.562
H -0.846 1.945 -5.733
H 0.711 1.076 -6.077
C -0.700 0.218 0.739
C 0.776 0.009 0.558
O 1.596 0.832 0.317
N 1.217 -1.391 0.706
H 2.107 -1.353 1.251
H 0.551 -1.965 1.260
C 1.472 -2.015 -0.640
H -1.009 1.246 0.892
H -0.973 -0.369 1.628
H -1.215 -0.324 -0.061
H 0.516 -2.081 -1.145
H 2.016 -2.934 -0.463
H 2.093 -1.357 -1.245
C -4.026 1.246 6.524
C -3.076 0.960 5.365
O -3.027 -0.073 4.811
N -2.078 2.046 5.023
H -1.868 2.688 5.789
H -1.186 1.546 4.902
C -2.285 2.714 3.675
H -3.706 2.206 6.941
H -3.808 0.571 7.350
H -5.047 1.228 6.161
H -1.316 3.106 3.375
H -3.083 3.443 3.765
H -2.534 1.955 2.936
C 3.226 -3.367 4.345
C 3.368 -4.814 3.996
O 2.982 -5.712 4.656
N 4.061 -5.159 2.698
H 4.824 -4.518 2.405
H 4.547 -6.031 2.925
C 3.110 -5.462 1.571
H 2.323 -2.983 3.858
H 4.028 -2.730 3.975
H 3.119 -3.242 5.418
H 2.783 -6.489 1.662
H 3.696 -5.333 0.659
H 2.342 -4.699 1.472
C -3.843 0.649 -1.763
C -3.411 1.550 -2.880
O -2.860 1.250 -3.871
N -3.725 3.011 -2.598
H -3.768 3.223 -1.605
H -2.973 3.562 -3.024
C -5.097 3.450 -3.114
H -4.887 0.378 -1.948
H -3.751 1.148 -0.797
H -3.279 -0.284 -1.706
H -5.706 3.695 -2.247
H -5.584 2.688 -3.712
H -4.998 4.398 -3.636
Cl -0.885 -2.969 2.341
C 0.500 4.368 0.099
F 0.724 5.664 0.279
F 1.707 3.782 0.093
F -0.146 3.825 1.147
S -0.377 3.998 -1.534
O -0.456 2.541 -1.587
O -1.664 4.673 -1.491
O 0.519 4.519 -2.551
C 5.741 -1.236 -0.139
F 7.049 -1.374 -0.202
F 5.374 -0.038 -0.535
F 5.210 -2.195 -0.922
S 5.139 -1.584 1.605
O 3.684 -1.481 1.594
O 5.581 -2.954 1.873
O 5.736 -0.541 2.420
C -3.243 -2.516 -3.799
F -4.106 -1.503 -3.648
F -3.821 -3.615 -3.317
F -3.013 -2.703 -5.095
S -1.642 -2.263 -2.865
O -2.100 -2.166 -1.484
O -0.833 -3.435 -3.125
O -1.036 -1.028 -3.371
*
```

# 6
Computed, not measured: a structure of composition C18H40CoN5OP3 in a non-equilibrium geometry, with ωB97M-V/def2-TZVPD.

- HOMO-LUMO gap (alpha / beta): 6.71 / 2.75 eV
- E_LUMO (alpha / beta): -9.35 / -13.82 eV
- Highest occupied orbital energy (alpha / beta): -16.062 / -16.573 eV
- <S²>: 6.0968
- ΔE to the lowest compared entry with this formula, charge and spin: 30.5 kcal/mol

```
! RIJCOSX wB97M-V def2-TZVPD def2/J DEFGRID3
* xyz 3 5
Co 0.219 -0.803 1.258
P -1.594 -1.930 1.336
P 1.462 -1.059 2.853
P 1.413 -1.655 -0.457
H -0.605 6.059 -6.236
C -0.683 5.149 -6.847
C -1.862 4.613 -7.160
H -2.808 5.057 -6.818
C -3.164 -1.293 2.059
C -1.355 -3.417 2.392
C -2.209 -2.641 -0.236
C 3.046 -0.177 2.953
C 0.767 -0.759 4.520
C 1.906 -2.824 3.046
C 0.905 -1.638 -2.239
C 1.625 -3.505 -0.336
C 3.169 -1.137 -0.653
H 0.260 4.739 -7.237
H -1.945 3.737 -7.819
H -3.429 -0.349 1.567
H -3.055 -1.114 3.138
H -3.983 -2.012 1.911
H -1.087 -3.112 3.412
H -0.563 -4.059 1.989
H -2.298 -3.976 2.422
H -2.604 -1.818 -0.848
H -3.007 -3.362 -0.012
H -1.417 -3.154 -0.794
H 3.514 -0.455 3.905
H 2.843 0.902 2.936
H 3.693 -0.431 2.104
H 1.456 -1.170 5.265
H -0.212 -1.245 4.632
H 0.655 0.320 4.687
H 2.982 -2.866 3.231
H 1.669 -3.423 2.162
H 1.357 -3.234 3.901
H 1.357 -2.455 -2.826
H 1.202 -0.684 -2.692
H -0.185 -1.729 -2.290
H 1.820 -3.913 -1.337
H 0.719 -3.994 0.049
H 2.483 -3.747 0.301
H 3.566 -1.532 -1.599
H 3.777 -1.504 0.184
H 3.203 -0.040 -0.679
C -0.646 1.115 -1.757
C 0.515 1.978 -1.627
C 0.876 2.793 -2.686
C 0.133 2.763 -3.878
C -0.958 1.901 -4.054
C -1.343 1.087 -3.022
O -1.100 0.358 -0.846
H 1.360 0.108 0.775
H 1.085 1.944 -0.694
H 1.736 3.466 -2.571
H 0.395 3.436 -4.691
H -1.518 1.861 -4.996
H -2.131 0.335 -3.079
N -1.342 4.427 2.416
N -1.296 3.069 2.439
N -1.796 2.425 3.514
C -1.412 1.193 3.234
N -0.636 1.080 2.129
N -0.551 2.332 1.612
H -0.832 4.790 1.613
H -1.791 4.827 3.224
H -1.750 0.348 3.848
*
```

What did the third record say?
Computed, not measured: a structure of composition C18H40B4F16FeN2 in a non-equilibrium geometry, with ωB97M-V/def2-TZVPD.

- HOMO-LUMO gap (alpha / beta): 8.51 / 6.65 eV
- E_LUMO (alpha / beta): -0.85 / -0.85 eV
- Highest occupied orbital energy (alpha / beta): -9.366 / -7.502 eV
- <S²>: 6.0041
- ΔE to the lowest compared entry with this formula, charge and spin: 69.8 kcal/mol

```
! RIJCOSX wB97M-V def2-TZVPD def2/J DEFGRID3
* xyz 0 5
Fe 25.540 -16.501 -13.519
C 22.098 -21.271 -7.928
C 23.139 -22.108 -8.718
C 22.954 -21.765 -10.282
N 23.825 -22.886 -11.000
C 23.609 -22.592 -12.518
C 22.161 -22.789 -12.973
C 21.725 -24.253 -12.721
C 21.866 -24.704 -11.306
C 23.368 -24.385 -10.755
C 25.345 -22.897 -10.532
H 22.052 -21.579 -6.883
H 21.130 -21.410 -8.410
H 22.284 -20.202 -8.034
H 23.230 -23.138 -8.373
H 24.125 -21.730 -8.448
H 23.516 -20.860 -10.515
H 21.924 -21.724 -10.634
H 23.905 -21.567 -12.744
H 24.363 -23.088 -13.130
H 21.521 -22.031 -12.522
H 22.021 -22.604 -14.038
H 20.778 -24.462 -13.220
H 22.270 -24.902 -13.407
H 21.159 -24.165 -10.675
H 21.551 -25.741 -11.190
H 23.563 -24.720 -9.736
H 24.098 -24.945 -11.339
H 25.709 -21.892 -10.320
H 25.979 -23.328 -11.306
H 25.481 -23.523 -9.650
C 32.839 -24.425 -15.132
C 31.456 -23.743 -15.136
C 31.438 -22.208 -15.451
N 30.042 -21.618 -15.934
C 30.072 -20.081 -16.121
C 30.225 -19.249 -14.862
C 29.056 -19.597 -13.986
C 28.945 -21.150 -13.779
C 28.847 -21.994 -15.091
C 29.681 -22.165 -17.301
H 32.802 -25.512 -15.052
H 33.288 -24.099 -14.194
H 33.501 -24.059 -15.917
H 31.135 -23.799 -14.096
H 30.786 -24.215 -15.854
H 32.127 -21.946 -16.254
H 31.741 -21.659 -14.559
H 30.781 -19.875 -16.923
H 29.136 -19.751 -16.572
H 31.098 -19.581 -14.299
H 30.378 -18.215 -15.173
H 29.160 -19.055 -13.046
H 28.173 -19.308 -14.557
H 29.644 -21.658 -13.115
H 28.015 -21.445 -13.294
H 29.094 -23.019 -14.815
H 27.867 -21.812 -15.533
H 29.519 -23.243 -17.295
H 30.465 -21.807 -17.968
H 28.769 -21.692 -17.664
B 27.617 -15.439 -14.248
F 28.731 -14.644 -14.322
F 27.788 -16.757 -14.446
F 27.261 -15.410 -12.929
F 26.519 -15.035 -14.830
B 25.958 -19.064 -12.239
F 26.552 -17.834 -12.465
F 24.657 -18.751 -11.909
F 25.991 -19.774 -13.379
F 26.726 -19.708 -11.275
B 23.809 -16.831 -15.281
F 23.546 -17.154 -13.965
F 22.882 -17.291 -16.274
F 23.961 -15.479 -15.302
F 25.091 -17.283 -15.377
B 24.676 -14.867 -11.378
F 25.281 -16.076 -11.213
F 25.226 -13.860 -10.684
F 24.714 -14.585 -12.726
F 23.355 -14.934 -10.960
*
```